Entry 1:
An isolated ion of composition C20H27N2O6 and charge -1, computed with ωB97M-V with the def2-TZVPD basis set.

```
55
C20H27N2O6 | the Open Molecules 2025 dataset | ωB97M-V with the def2-TZVPD basis set
C 1.20 1.41 -0.28
C 1.33 0.09 0.47
O 1.88 -0.87 -0.01
C 0.59 -0.05 1.81
C 1.50 -0.54 2.95
O 2.34 -1.39 2.73
C 1.31 0.10 4.32
C 1.08 1.46 4.57
C 0.89 1.94 5.88
C 0.94 1.04 6.97
C 1.25 -0.31 6.72
C 1.43 -0.77 5.41
N -0.63 -1.07 1.42
N -0.43 -1.92 0.45
C 0.07 -3.17 0.89
O 0.35 -3.44 2.04
O 0.12 -4.00 -0.21
C 1.24 -4.90 -0.31
C 1.37 -5.92 0.79
C 2.54 -4.09 -0.28
C 1.04 -5.65 -1.63
C -2.03 -1.10 1.80
O -2.84 -1.94 1.42
O -2.27 -0.11 2.67
C -3.66 0.36 2.86
C -4.64 -0.71 3.27
C -4.26 0.91 1.58
C -3.52 1.42 3.95
H 1.12 2.32 0.33
H 2.04 1.57 -0.97
H 0.29 1.32 -0.90
H -0.13 0.71 2.07
H 1.06 2.13 3.71
H 0.71 3.00 6.05
H 0.80 1.39 7.99
H 1.34 -1.04 7.53
H 1.68 -1.81 5.23
H 0.63 -6.74 0.73
H 2.36 -6.40 0.71
H 1.29 -5.37 1.73
H 2.50 -3.26 -1.00
H 2.68 -3.70 0.73
H 3.41 -4.72 -0.51
H 0.82 -4.95 -2.46
H 1.93 -6.24 -1.91
H 0.20 -6.38 -1.54
H -4.39 -1.17 4.23
H -5.65 -0.27 3.36
H -4.64 -1.45 2.46
H -3.59 1.58 1.03
H -4.51 0.03 0.97
H -5.19 1.45 1.80
H -2.71 2.14 3.71
H -4.46 1.99 4.08
H -3.28 0.95 4.92
```

The value obtained for the HOMO-LUMO gap is 6.122 eV. As for the charge: -1. For the LUMO energy, the calculation gives 2.7 eV. Its total energy is -36442.4641 eV. The spin multiplicity is 1.

***

Entry 2:
One molecule with the formula C20H27N3O4S, computed with ωB97M-V with the def2-TZVPD basis set.

```
55
C20H27N3O4S | the Open Molecules 2025 dataset | ωB97M-V with the def2-TZVPD basis set
C 5.35 3.46 -4.60
C 5.11 2.02 -4.25
C 5.99 1.04 -4.71
C 5.78 -0.28 -4.37
C 4.71 -0.65 -3.58
C 3.82 0.32 -3.12
C 2.67 -0.07 -2.24
C 3.13 -0.12 -0.77
N 2.06 -0.50 0.11
C 2.00 -1.70 0.72
O 2.89 -2.53 0.64
C 0.73 -1.94 1.53
C 0.58 -0.88 2.63
C -0.76 -1.05 3.35
N -1.86 -0.97 2.41
S -2.13 0.58 1.82
O -1.35 0.88 0.65
O -2.04 1.48 2.93
C -3.82 0.43 1.35
C -4.90 0.15 2.24
C -4.79 -0.07 3.70
N -6.02 0.12 1.57
O -5.74 0.37 0.27
C -4.42 0.56 0.12
C -3.86 0.85 -1.22
C -1.80 -1.99 1.39
C -0.49 -1.95 0.59
C 4.04 1.65 -3.46
H 6.11 3.89 -3.94
H 4.44 4.05 -4.48
H 5.70 3.57 -5.62
H 6.83 1.32 -5.33
H 6.47 -1.04 -4.73
H 4.55 -1.68 -3.32
H 2.30 -1.05 -2.52
H 1.86 0.66 -2.33
H 3.92 -0.87 -0.65
H 3.52 0.86 -0.47
H 1.27 0.12 0.16
H 0.82 -2.92 2.00
H 0.60 0.12 2.21
H 1.40 -0.98 3.34
H -0.82 -2.01 3.86
H -0.91 -0.24 4.07
H -4.19 0.72 4.13
H -5.78 -0.09 4.14
H -4.29 -1.02 3.88
H -4.34 1.73 -1.64
H -2.79 1.02 -1.12
H -4.05 0.01 -1.89
H -1.91 -2.96 1.89
H -2.65 -1.85 0.72
H -0.50 -1.05 -0.02
H -0.44 -2.82 -0.07
H 3.35 2.40 -3.11
```

The value obtained for the HOMO-LUMO gap is 9.464 eV. The value obtained for the energy above the lowest of the compared OMol25 structures with the same formula, charge and spin is 45.8 kcal per mole. For the LUMO energy, the calculation gives 0.6 eV. Its total energy is -44673.4086 eV. The spin multiplicity is 1.

***

Entry 3:
One molecule with the formula C20H27N3O4S2, computed with ωB97M-V with the def2-TZVPD basis set.

```
56
C20H27N3O4S2 | the Open Molecules 2025 dataset | ωB97M-V with the def2-TZVPD basis set
C -5.29 -2.55 -0.71
C -5.76 -1.18 -0.24
N -5.03 -0.74 0.93
S -4.03 0.57 0.86
O -4.43 1.45 -0.20
O -3.92 1.08 2.20
C -2.47 -0.17 0.40
C -2.19 -0.36 -0.94
C -0.96 -0.88 -1.30
C -0.04 -1.22 -0.32
S 1.59 -1.79 -0.82
O 2.11 -2.64 0.21
O 1.45 -2.33 -2.14
N 2.54 -0.45 -0.94
C 2.23 0.48 -2.00
C 1.50 1.70 -1.48
C 2.18 2.87 -1.13
C 1.46 3.92 -0.59
C 0.10 3.78 -0.42
C -0.49 2.59 -0.82
N 0.19 1.59 -1.33
C 3.49 -0.05 0.09
C 4.67 -1.02 0.15
C 5.71 -0.52 1.15
C 5.08 -0.36 2.53
C 3.89 0.60 2.47
C 2.86 0.08 1.47
C -0.35 -1.07 1.02
C -1.58 -0.54 1.39
H -5.83 -2.83 -1.61
H -5.48 -3.30 0.05
H -4.23 -2.53 -0.93
H -6.84 -1.20 -0.03
H -5.58 -0.42 -1.01
H -5.40 -0.95 1.83
H -2.91 -0.06 -1.68
H -0.69 -1.05 -2.33
H 3.16 0.78 -2.50
H 1.61 -0.06 -2.71
H 3.25 2.95 -1.30
H 1.97 4.84 -0.31
H -0.50 4.58 0.00
H -1.56 2.43 -0.73
H 3.87 0.93 -0.20
H 5.12 -1.11 -0.84
H 4.30 -2.00 0.44
H 6.11 0.44 0.82
H 6.54 -1.22 1.20
H 5.83 0.02 3.24
H 4.74 -1.33 2.89
H 3.44 0.69 3.46
H 4.23 1.59 2.17
H 2.00 0.75 1.42
H 2.52 -0.91 1.79
H 0.37 -1.39 1.77
H -1.85 -0.38 2.42
```

The value obtained for the HOMO-LUMO gap is 9.350 eV. The value obtained for the energy above the lowest of the compared OMol25 structures with the same formula, charge and spin is 54.5 kcal per mole. For the LUMO energy, the calculation gives 0.3 eV. Its total energy is -55508.5321 eV. The spin multiplicity is 1.